Entry 1:
A structure of composition C10H18BBr3O12V. Source: the OMol25 dataset; level of theory: ωB97M-V/def2-TZVPD.

CARTESIAN COORDINATES (ANGSTROEM)
O -0.260878 -0.502797 1.177321
V 0.458593 -0.031406 2.527185
Br -1.804423 1.513217 3.196729
Br -0.015406 -2.291914 3.962114
Br 2.012192 1.158696 4.596648
O -2.187910 0.928306 -0.336014
C -1.638835 0.781768 -1.444965
O -1.351783 1.748474 -2.366086
B -0.475145 1.079831 -3.377408
O -0.347209 -0.359885 -3.071570
C -1.085230 -0.583283 -1.940318
O -1.274954 -1.627969 -1.359058
O 0.828472 1.837957 -3.359048
C 0.921561 2.653433 -4.365727
O 1.795722 3.510829 -4.497526
C -0.314323 2.355527 -5.320333
O -0.873590 1.311297 -4.771083
O -0.527222 2.829645 -6.443797
C 1.508350 -2.766430 0.314980
C 2.680899 -2.082450 0.917231
O 2.357432 -0.847094 1.552132
H 1.108616 -2.197940 -0.524741
H 0.817396 -2.919691 1.143952
H 1.794140 -3.732201 -0.101824
H 3.418815 -1.888608 0.138770
H 3.174532 -2.752451 1.621167
H 3.185708 -0.656065 1.998301
C -3.532061 -1.950339 1.382443
C -3.883610 -1.773297 2.858454
O -4.405024 -0.479243 2.978444
H -4.405224 -2.175155 0.769954
H -2.838899 -2.778883 1.236985
H -3.093025 -1.102098 0.857235
H -3.025974 -1.862970 3.525174
H -4.592883 -2.520056 3.215383
H -3.705069 0.034537 3.387954
C 3.013322 2.175319 -0.264834
C 1.590392 1.730789 -0.166030
O 1.208912 1.684611 1.224011
H 3.629756 1.553264 0.384125
H 3.113140 3.257911 -0.186596
H 3.312403 2.037567 -1.303913
H 1.386286 0.767931 -0.634378
H 0.926620 2.383835 -0.732639
H 1.395418 2.547479 1.601198

Cartesian forces (eV/Å) of the 6 atoms listed first:
0.1 -0.4 -0.7
-1.6 -0.1 0.8
0.2 0.2 0.4
0.2 -0.1 0.1
0.4 0.0 -0.3
1.6 -0.1 -4.6

Summary:
Charge: -3
E in hartree: -9985.9408
2S+1: 3


Entry 2:
An isolated molecule of C10H18BrNO3. Source: the OMol25 dataset; level of theory: ωB97M-V/def2-TZVPD.

CARTESIAN COORDINATES (ANGSTROEM)
C 3.218017 1.222376 0.678703
C 2.338358 0.818592 -0.511810
Br 3.290939 1.303824 -2.175492
C 2.020386 -0.681859 -0.556057
C 0.518385 -0.968338 -0.730065
C 0.420450 -2.445299 -1.056860
O 0.272150 -2.999488 -2.127237
O 0.598553 -3.100000 0.128461
C 0.102008 -2.259336 1.189219
C -0.273078 -0.875937 0.566611
C -1.791040 -0.802922 0.381207
C -2.368885 0.606398 0.457207
O -3.802685 0.519858 0.426710
C -2.000276 1.502634 -0.710956
N -1.897838 2.903547 -0.275023
H 2.621052 1.810297 1.372301
H 3.560480 0.352224 1.227853
H 4.087864 1.789915 0.382643
H 1.433561 1.408797 -0.547687
H 2.523407 -1.121087 -1.411118
H 2.384140 -1.200969 0.323657
H 0.121293 -0.317284 -1.499395
H 0.837648 -2.235478 1.989988
H -0.745630 -2.798274 1.604246
H 0.097520 -0.149340 1.286060
H -2.085672 -1.276582 -0.554037
H -2.264565 -1.371514 1.178030
H -2.101010 1.077340 1.402377
H -4.089402 0.023612 1.190703
H -1.094432 1.161134 -1.204621
H -2.826813 1.449874 -1.410463
H -0.954912 3.123059 0.006300
H -2.149972 3.530226 -1.021455

Cartesian forces (eV/Å) of the 6 atoms listed first:
-0.5 0.0 0.1
0.8 -0.4 0.1
-0.2 0.1 0.0
-0.4 0.2 -0.5
0.1 0.4 0.0
-0.2 -0.7 -1.3

Summary:
Charge: 0
SMILES string: C[C@@H](Br)C[C@H]1C(=O)OC[C@@H]1C[C@H](O)CN
E in hartree: -3246.3185


Entry 3:
A structure of composition C10H18CaF6N7O5S2SbSe4. Source: the OMol25 dataset; level of theory: ωB97M-V/def2-TZVPD.

CARTESIAN COORDINATES (ANGSTROEM)
Ca -0.292400 -1.162937 -2.178780
Se -4.339466 -4.194674 0.107053
Sb -3.805417 -2.181577 -1.155532
Se -1.859703 -0.854660 -0.153074
Se -2.305986 -2.439946 -3.155708
Se -5.803497 -0.923957 -1.701918
C 0.968825 1.502986 1.354968
N -0.422041 1.504306 0.910765
C -0.677717 2.715707 0.141482
N -0.408715 3.942532 0.937313
C 0.991742 3.880295 1.371925
N 1.284531 2.693795 2.187585
C 0.373061 2.690193 3.338937
N -1.039964 2.696292 2.945146
C -1.286125 1.508365 2.085848
C -1.265182 3.897061 2.129703
H 1.630062 1.508396 0.484363
H 1.157489 0.598135 1.932317
H -1.721667 2.714795 -0.169273
H -0.033892 2.731062 -0.739278
H 1.223484 4.774836 1.954823
H 1.625684 3.852653 0.486158
H 0.575036 3.581796 3.939703
H 0.569014 1.801653 3.940990
H -2.325398 1.493570 1.763598
H -1.100953 0.601617 2.661829
H -1.053052 4.779281 2.740139
H -2.308403 3.918869 1.812956
C -0.852980 -4.532826 2.059574
N -0.966745 -4.283413 0.639631
C 0.038607 -4.360294 -0.244060
N 1.161848 -5.083158 0.191150
O 0.019251 -3.860722 -1.363660
H -1.698300 -4.050352 2.543328
H 0.076783 -4.121803 2.456209
H -0.894611 -5.604824 2.293277
H -1.778232 -3.756787 0.337566
H 0.978609 -5.857028 0.810394
H 1.770486 -5.304407 -0.579415
F 3.882609 0.879970 -1.525311
C 3.771239 -0.421857 -1.760787
F 4.172862 -0.682287 -2.996099
F 4.573722 -1.073075 -0.915688
S 2.014168 -1.015704 -1.450242
O 2.021558 -1.373129 -0.073132
O 1.776976 -2.049014 -2.454926
N 1.087912 0.303498 -1.680631
S 1.127824 0.919967 -3.179327
O 1.579382 -0.031017 -4.180496
O 1.700226 2.234806 -3.148200
C -0.678234 1.279860 -3.783215
F -1.591992 1.500606 -2.861280
F -1.112261 0.323437 -4.584951
F -0.530057 2.389106 -4.523746

Cartesian forces (eV/Å) of the 6 atoms listed first:
-5.9 -4.8 -1.5
0.1 -0.1 0.1
0.7 0.5 -0.4
-1.6 0.2 1.8
-1.8 -1.1 -1.6
0.0 0.2 0.0

Summary:
Charge: -2
E in hartree: -13070.6429
Relative energy (zero: lowest compared OMol25 entry of this formula, charge and spin) in kJ/mol: 538.9


Entry 4:
A structure of composition C10H18Cl2N2NdO2P. Source: the OMol25 dataset; level of theory: ωB97M-V/def2-TZVPD.

CARTESIAN COORDINATES (ANGSTROEM)
C 4.329035 2.450538 -2.941148
C 3.249433 2.149793 -1.954082
H 5.131823 1.700190 -2.920660
H 4.733994 3.452772 -2.747565
H 3.874341 2.495942 -3.940797
O 3.150986 1.165432 -1.215077
Cl 1.950145 3.375313 -1.921210
Nd 0.419099 0.414364 0.095660
P -1.346317 -1.349243 -1.557677
C -1.469734 -3.187962 -1.743321
C -3.047393 -0.841305 -2.063049
H -0.377623 0.186589 -3.207072
H -0.915291 -1.322954 -3.981836
H 0.602537 -1.343957 -3.051587
C -0.409948 -0.910088 -3.097299
H -3.066799 0.258479 -2.114722
H -3.329755 -1.250872 -3.047108
H -1.873244 -3.506221 -2.725584
H -2.141578 -3.588390 -0.958213
H -3.763166 -1.209976 -1.309978
H -0.461263 -3.631792 -1.635504
C -0.120982 -2.131192 1.194605
O -0.105892 -3.182168 1.685758
Cl -1.243727 2.174090 -0.730311
C -1.928785 -0.350817 3.720031
C -0.670385 0.376450 3.592944
N 0.062232 0.622290 2.482562
C 1.188440 1.329553 2.950832
C 1.057993 1.539568 4.272334
N -0.111871 0.945481 4.681747
H -1.786089 -1.174585 4.449076
H -2.703186 0.348420 4.095041
H -2.138024 -0.699394 2.700844
H 2.023926 1.660154 2.347343
H 1.690997 2.080666 4.955553
H -0.453927 0.954833 5.639469

Cartesian forces (eV/Å) of the 6 atoms listed first:
0.2 -0.1 0.1
-0.4 -1.2 1.0
-0.4 0.2 0.1
-0.1 -0.2 0.0
0.1 0.0 0.2
-0.5 1.6 -1.1

Summary:
Charge: +2
E in hartree: -2474.5506
2S+1: 4


Entry 5:
A cluster of 2 separate species, C10H18ClIO8P2S in total. Source: the OMol25 dataset; level of theory: ωB97M-V/def2-TZVPD.

CARTESIAN COORDINATES (ANGSTROEM)
O 3.704835 1.173704 -0.754063
C 2.533455 1.382617 -0.337570
I 1.144710 2.288133 -1.737382
C 2.239927 0.987991 1.178925
P 0.417544 0.687808 1.599298
C -0.455286 -0.400642 0.323746
C 0.254763 -1.813213 0.021717
C 1.445933 -1.757961 -1.055021
C 2.844576 -2.068836 -0.332430
S 3.408802 -3.834961 -0.503950
O 2.359357 -4.764861 -1.023937
O 4.657837 -3.808678 -1.361260
O 3.930253 -4.334270 1.032721
P 0.444303 -0.477695 3.469799
O 1.840439 -1.478472 3.300856
Cl -1.325153 -1.634786 3.527828
H 2.929715 0.129653 1.526591
H 2.573751 1.896380 1.812509
H -1.485648 -0.656840 0.777221
H -0.706572 0.147702 -0.660510
H -0.565920 -2.485105 -0.439784
H 0.572526 -2.336006 0.985678
H 1.255196 -2.590309 -1.830526
H 1.410942 -0.776185 -1.629630
H 3.663516 -1.401512 -0.770309
H 2.695402 -1.894363 0.799537
H 4.850088 -4.012729 1.168374
H 1.819289 -2.156215 4.012943
C -2.794477 3.718248 -2.021509
C -3.731239 2.637631 -1.520134
C -4.705282 3.125550 -0.487166
O -4.948725 1.958215 0.286936
C -3.838183 1.180066 0.177857
O -3.617609 0.225752 0.866017
O -3.014564 1.628355 -0.810774
H -2.222007 3.354988 -2.879378
H -3.347389 4.608593 -2.330418
H -2.064991 3.997319 -1.256558
H -4.246692 2.162460 -2.361730
H -5.632072 3.491816 -0.932699
H -4.295349 3.900663 0.168188

Cartesian forces (eV/Å) of the 6 atoms listed first:
-5.0 0.9 1.4
5.2 -1.5 -0.1
0.3 -0.2 0.7
0.6 0.1 0.4
-1.3 0.4 -1.1
-0.2 -1.6 -0.5

Summary:
Charge: 0
SMILES string: O=C(I)CP(CCCCS(=O)(=O)O)#P(O)Cl.C[C@@H]1COC(=O)O1
E in hartree: -2832.4991
Relative energy (zero: lowest compared OMol25 entry of this formula, charge and spin) in kJ/mol: 257.9


Entry 6:
A cluster of 6 separate species, C10H18F2N4O14 in total. Source: the OMol25 dataset; level of theory: ωB97M-V/def2-TZVPD.

CARTESIAN COORDINATES (ANGSTROEM)
O 15.007320 12.366738 15.270622
C 14.243858 11.467558 15.106585
O 13.107276 11.489800 14.408722
C 12.336955 10.322796 14.761741
C 13.407235 9.382124 15.299021
F 13.952725 8.619068 14.288471
O 14.406592 10.261888 15.714134
H 11.610750 10.667277 15.494456
H 11.890373 9.868256 13.879233
H 13.027002 8.751580 16.100626
O 24.354718 9.430498 19.270218
C 23.244338 9.202815 18.934337
O 22.464073 8.243795 19.478473
C 21.322752 8.074638 18.642713
C 21.249749 9.425778 17.934601
F 20.471754 10.314615 18.618387
O 22.586161 9.834463 17.946848
H 21.489511 7.229861 17.974221
H 20.429732 7.869153 19.228260
H 20.837167 9.350227 16.929508
C 13.601179 8.554811 20.175874
N 12.875051 8.418985 21.473583
O 13.204522 7.560171 22.247062
O 11.969807 9.193922 21.653665
H 13.974203 7.581151 19.867972
H 14.321314 9.348658 20.342196
H 12.908517 8.807388 19.375908
C 17.693704 11.090828 17.248361
N 17.052959 10.352355 18.387765
O 17.507990 9.264630 18.706564
O 16.152080 10.905182 18.983242
H 16.798977 11.325407 16.671857
H 18.333786 10.385722 16.734712
H 18.194954 11.984501 17.598419
C 18.616708 9.409756 21.630613
N 19.358309 9.154550 22.901648
O 20.293097 8.396157 22.918158
O 19.021974 9.846721 23.842014
H 18.867434 10.416352 21.324387
H 17.566102 9.304930 21.885179
H 18.894920 8.587579 20.979593
C 17.994752 12.736391 13.069103
N 18.906275 12.584681 14.244720
O 19.838280 11.817733 14.194116
O 18.721080 13.376460 15.156142
H 17.042061 13.157664 13.372856
H 17.811710 11.703395 12.770718
H 18.455284 13.343792 12.300173

Cartesian forces (eV/Å) of the 6 atoms listed first:
-0.1 -0.2 -0.5
0.3 0.6 0.6
-0.2 -0.2 -0.3
0.5 0.1 -0.5
-0.2 0.5 -0.2
-0.5 0.0 0.3

Summary:
Charge: 0
SMILES string: O=C1OC[C@@H](F)O1.O=C1OC[C@@H](F)O1.C[N+](=O)[O-].C[N+](=O)[O-].C[N+](=O)[O-].C[N+](=O)[O-]
E in hartree: -1863.5973
Relative energy (zero: lowest compared OMol25 entry of this formula, charge and spin) in kJ/mol: 0.0